a) DFT (wB97M-V/def2-TZVPD) results for a single C3H6OS2 molecule.

Properties
- structure (SMILES) = CSC(=O)SC
- HOMO (hartree) = -0.3376
- orbital gap (Eh) = 0.3633

Element x y z (Å)
1 C -0.832 -1.548 2.015
2 S -1.629 -0.252 1.069
3 C -0.267 0.153 -0.014
4 O 0.797 -0.417 0.031
5 S -0.672 1.432 -1.164
6 C 0.929 1.502 -2.017
7 H -1.541 -1.943 2.767
8 H 0.044 -1.180 2.534
9 H -0.505 -2.340 1.360
10 H 0.840 2.274 -2.775
11 H 1.705 1.748 -1.319
12 H 1.131 0.570 -2.487

---

b) DFT (wB97M-V/def2-TZVPD) results for a single C3H6OS2 molecule.

Properties
- structure (SMILES) = COC(=S)CS
- HOMO (hartree) = -0.3243
- orbital gap (Eh) = 0.3347

Element x y z (Å)
1 C -1.526 0.739 1.053
2 O -0.275 0.168 0.612
3 C -0.121 0.089 -0.686
4 S -1.243 0.464 -1.715
5 C 1.260 -0.410 -0.978
6 S 1.715 -2.028 -0.339
7 H -1.499 0.685 2.212
8 H -1.511 1.847 0.719
9 H -2.407 0.129 0.845
10 H 1.840 0.429 -0.694
11 H 1.260 -0.466 -2.074
12 H 2.506 -1.647 1.043

---

Energies relative to the most stable structure, in hartree: a) 0.0000; b) 0.0784.

---

a) DFT (wB97M-V/def2-TZVPD) results for 4 unconnected molecules or ions with the total composition C2H14N2O3.

Properties
- structure (SMILES) = CNCN.O.O.O
- HOMO (hartree) = -0.3445
- orbital gap (Eh) = 0.3745

Element x y z (Å)
1 C -1.023 1.252 1.393
2 N -1.368 -0.050 0.783
3 C -1.731 0.077 -0.631
4 N -1.189 -0.919 -1.549
5 H -0.767 1.056 2.443
6 H -1.827 1.984 1.377
7 H -0.052 1.560 1.006
8 H -2.151 -0.375 1.317
9 H -2.821 0.007 -0.711
10 H -1.413 1.022 -1.065
11 H -1.354 -1.855 -1.197
12 H -0.202 -0.768 -1.691
13 O 0.990 -1.566 0.985
14 H 0.117 -1.079 0.822
15 H 0.854 -2.372 0.474
16 O 1.240 0.736 -1.732
17 H 1.889 0.683 -1.014
18 H 1.719 1.257 -2.367
19 O 2.943 0.170 0.356
20 H 3.803 -0.225 0.511
21 H 2.345 -0.595 0.493

---

b) DFT (wB97M-V/def2-TZVPD) results for 4 unconnected molecules or ions with the total composition C2H14N2O3.

Properties
- structure (SMILES) = NCCN.O.O.O
- HOMO (hartree) = -0.3164
- orbital gap (Eh) = 0.3384

Element x y z (Å)
1 N -0.019 -2.690 2.324
2 C -0.575 -2.027 1.186
3 C -0.123 -0.574 0.949
4 N -0.947 0.152 -0.014
5 H 0.975 -2.831 2.413
6 H -0.464 -2.476 3.192
7 H -1.662 -2.092 1.205
8 H -0.281 -2.572 0.276
9 H -0.214 -0.119 1.954
10 H 0.969 -0.591 0.821
11 H -0.670 1.112 0.005
12 H -0.617 -0.249 -0.888
13 O -2.593 2.360 -2.467
14 H -2.875 1.469 -2.188
15 H -3.328 2.902 -2.163
16 O 1.431 0.481 -2.341
17 H 1.944 1.283 -2.281
18 H 1.552 0.277 -3.275
19 O 2.323 2.093 0.074
20 H 3.262 1.897 0.282
21 H 1.911 2.195 0.936

---

c) DFT (wB97M-V/def2-TZVPD) results for 4 unconnected molecules or ions with the total composition C2H14N2O3.

Properties
- structure (SMILES) = NCCN.O.O.O
- HOMO (hartree) = -0.3311
- orbital gap (Eh) = 0.3402

Element x y z (Å)
1 N -0.707 1.544 0.966
2 C -0.480 1.668 -0.496
3 C 0.332 0.336 -0.929
4 N 0.266 0.463 -2.404
5 H -1.420 0.878 1.182
6 H -1.030 2.461 1.332
7 H 0.130 2.606 -0.747
8 H -1.361 1.699 -1.114
9 H 1.407 0.404 -0.624
10 H -0.051 -0.556 -0.411
11 H 1.239 0.472 -2.617
12 H -0.415 -0.121 -2.832
13 O -1.723 -1.918 -0.664
14 H -2.058 -1.617 0.190
15 H -2.521 -2.018 -1.230
16 O 1.372 -2.889 1.284
17 H 0.886 -2.345 0.631
18 H 1.050 -3.751 0.959
19 O 1.877 0.633 2.688
20 H 2.218 1.512 2.514
21 H 0.989 0.539 2.321

---

Energies relative to the most stable structure, in hartree: a) 0.0000; b) 0.0260; c) 0.0479.

---

a) DFT (wB97M-V/def2-TZVPD) results for 2 unconnected molecules or ions with the total composition C7H15N.

Properties
- HOMO (hartree) = -0.2809
- orbital gap (Eh) = 0.3133

Element x y z (Å)
1 C 1.027 0.352 0.260
2 C -0.011 -1.806 -0.786
3 C -2.439 0.243 -0.783
4 C 1.488 1.491 -0.667
5 C 2.212 -0.262 0.989
6 C -0.081 -0.462 -0.133
7 C -1.258 0.291 0.162
8 N -1.775 0.453 1.540
9 H -0.151 1.202 0.549
10 H -1.020 0.608 2.200
11 H -2.233 -0.417 1.811
12 H -0.007 -1.711 -1.880
13 H -0.850 -2.455 -0.520
14 H 0.919 -2.313 -0.519
15 H -2.127 0.078 -1.815
16 H -2.994 1.181 -0.727
17 H -3.142 -0.556 -0.506
18 H 0.660 1.928 -1.224
19 H 1.989 2.284 -0.107
20 H 2.213 1.092 -1.389
21 H 1.926 -1.146 1.561
22 H 3.019 -0.539 0.299
23 H 2.636 0.466 1.686

---

b) DFT (wB97M-V/def2-TZVPD) results for a single C7H15N molecule.

Properties
- structure (SMILES) = C=CCCCNCC
- HOMO (hartree) = -0.3193
- orbital gap (Eh) = 0.3595

Element x y z (Å)
1 C -0.822 -1.557 -1.460
2 C 0.117 -1.831 -0.566
3 C -0.086 -1.995 0.879
4 C -0.144 -0.570 1.530
5 C -1.053 0.577 1.000
6 N -0.591 1.837 0.507
7 C 0.105 1.846 -0.837
8 C 1.521 1.257 -0.852
9 H -0.572 -1.417 -2.494
10 H -1.767 -1.157 -1.145
11 H 1.110 -1.730 -0.923
12 H 0.794 -2.436 1.336
13 H -0.935 -2.728 0.941
14 H 0.899 -0.228 1.563
15 H -0.401 -0.648 2.669
16 H -1.866 0.830 1.736
17 H -1.628 0.002 0.141
18 H 0.049 2.221 1.184
19 H -0.620 1.357 -1.535
20 H 0.156 2.894 -1.098
21 H 1.933 0.821 0.106
22 H 1.622 0.594 -1.815
23 H 2.179 2.059 -0.866

---

Energies relative to the most stable structure, in hartree: a) 0.0531; b) 0.0000.

---

a) DFT (wB97M-V/def2-TZVPD) results for a single C7H15N molecule.

Properties
- structure (SMILES) = C=CCCCN(C)C
- HOMO (hartree) = -0.3309
- orbital gap (Eh) = 0.3717

Element x y z (Å)
1 C -2.301 -2.011 -1.374
2 C -1.445 -1.508 -0.409
3 C -0.192 -2.042 0.093
4 C 0.857 -0.973 -0.071
5 C 0.459 0.147 0.876
6 N 0.835 1.324 -0.063
7 C -0.264 2.383 0.077
8 C 1.873 2.018 0.565
9 H -3.121 -1.396 -1.594
10 H -2.149 -2.937 -1.971
11 H -1.976 -0.619 0.019
12 H -0.196 -2.447 1.345
13 H -0.032 -2.988 -0.323
14 H 0.794 -0.557 -1.193
15 H 1.799 -1.365 0.001
16 H -0.619 0.138 1.208
17 H 0.937 0.254 1.835
18 H 0.049 3.212 -0.452
19 H -1.228 1.885 -0.310
20 H -0.403 2.604 1.136
21 H 1.541 2.407 1.630
22 H 2.817 1.498 0.657
23 H 2.019 2.956 -0.094

---

b) DFT (wB97M-V/def2-TZVPD) results for a single C7H15N molecule.

Properties
- structure (SMILES) = C/C=C(\C)C[C@@H](C)N
- HOMO (hartree) = -0.3178
- orbital gap (Eh) = 0.3583

Element x y z (Å)
1 C 0.491 -2.581 -2.011
2 C 0.593 -1.422 -1.025
3 C -0.221 -0.929 -0.126
4 C -1.609 -1.485 0.161
5 C 0.268 0.116 0.882
6 C -0.007 1.646 0.442
7 C 0.063 2.495 1.799
8 N 0.859 2.061 -0.603
9 H 1.162 -3.415 -1.709
10 H -0.591 -2.914 -2.113
11 H 0.729 -2.313 -3.074
12 H 1.655 -1.110 -1.038
13 H -1.584 -2.542 0.588
14 H -2.254 -0.751 0.788
15 H -2.215 -1.472 -0.826
16 H -0.177 -0.025 1.919
17 H 1.387 -0.108 1.076
18 H -1.050 1.629 0.068
19 H -0.884 2.904 2.006
20 H 0.746 3.330 1.745
21 H 0.383 1.857 2.597
22 H 1.811 2.372 -0.369
23 H 0.444 2.656 -1.178

---

c) DFT (wB97M-V/def2-TZVPD) results for a single C7H15N molecule.

Properties
- structure (SMILES) = C=C(C)[C@@H](C)CCN
- HOMO (hartree) = -0.3316
- orbital gap (Eh) = 0.3686

Element x y z (Å)
1 C 0.795 1.589 1.160
2 C 1.264 0.862 0.158
3 C 2.547 1.213 -0.533
4 C 0.548 -0.451 -0.385
5 C 0.756 -1.590 0.608
6 C -0.886 -0.158 -0.780
7 C -2.016 -0.601 0.264
8 N -3.361 -0.400 -0.233
9 H 1.332 2.450 1.530
10 H -0.132 1.359 1.656
11 H 3.034 2.066 -0.063
12 H 2.358 1.460 -1.578
13 H 3.233 0.365 -0.515
14 H 1.082 -0.717 -1.305
15 H 0.311 -1.353 1.571
16 H 1.821 -1.753 0.762
17 H 0.322 -2.513 0.229
18 H -1.042 0.905 -0.982
19 H -1.109 -0.688 -1.710
20 H -1.922 -1.658 0.516
21 H -1.906 -0.011 1.174
22 H -3.513 0.574 -0.472
23 H -3.515 -0.949 -1.073

---

Energies relative to the most stable structure, in hartree: a) 0.1181; b) 0.0344; c) 0.0000.